1.
Entry from OMol25: a 9-piece molecular cluster, C13H40O11 overall (the ωB97M-V functional and the def2-TZVPD basis).

```
64
C13H40O11 the ωB97M-V functional and the def2-TZVPD basis
C 1.145 0.049 0.347
O 2.020 -0.496 -0.354
O 1.152 1.292 0.464
O 0.374 -0.624 1.075
C 0.977 1.924 -6.266
C 0.827 1.198 -4.936
O 1.989 1.449 -4.070
H 1.859 1.635 -6.838
H 1.126 2.987 -6.076
H 0.096 1.865 -6.905
H 0.821 0.134 -5.170
H -0.101 1.394 -4.398
H 1.901 0.960 -3.249
C 0.583 -6.947 0.306
C 0.159 -5.466 0.222
O 0.916 -4.786 1.209
H 1.660 -7.105 0.245
H 0.007 -7.501 -0.434
H 0.244 -7.397 1.240
H -0.913 -5.328 0.362
H 0.491 -4.998 -0.705
H 0.635 -3.869 1.255
C 2.569 5.861 5.294
C 2.681 4.994 4.097
O 1.631 4.047 4.066
H 2.727 5.259 6.189
H 1.580 6.309 5.388
H 3.316 6.651 5.369
H 3.649 4.500 4.174
H 2.651 5.561 3.167
H 1.568 3.726 3.163
C -4.224 -3.519 5.182
C -3.380 -2.985 4.002
O -2.241 -2.230 4.339
H -4.477 -2.658 5.801
H -3.649 -4.212 5.796
H -5.145 -3.933 4.771
H -3.958 -2.472 3.234
H -2.992 -3.867 3.491
H -1.848 -2.000 3.493
C -2.719 -1.348 -2.120
O -2.798 -1.856 -0.807
H -2.839 -0.265 -2.145
H -1.754 -1.597 -2.561
H -3.541 -1.745 -2.716
H -1.966 -1.679 -0.363
C -3.428 2.050 1.989
O -2.726 2.674 0.956
H -4.493 2.279 2.028
H -3.301 0.973 2.092
H -3.033 2.523 2.888
H -1.876 2.233 0.888
C 0.504 5.176 -2.180
O 1.427 5.008 -1.105
H 0.126 6.183 -2.001
H 1.053 5.234 -3.120
H -0.278 4.418 -2.142
H 1.307 4.094 -0.836
C 3.895 -2.238 -4.797
O 3.027 -2.968 -3.951
H 4.525 -2.908 -5.383
H 3.282 -1.755 -5.557
H 4.414 -1.547 -4.133
H 2.767 -2.346 -3.267
```

HOMO-LUMO gap in eV: 3.383
Molar mass in g mol⁻¹: 372.45
Lowest unoccupied orbital energy in eV: 4.61
ΔE to the lowest compared entry with this formula, charge and spin in kcal per mole: 85.7
Charge: -2

Here are the natural (NBO) charges for atoms 1 to 4, given in e:
1. C 0.905
2. O -0.940
3. O -0.959
4. O -0.967

2.
Entry from OMol25: a 2-piece molecular cluster, C42H37N7O5 overall (the ωB97M-V functional and the def2-TZVPD basis).

```
91
C42H37N7O5 the ωB97M-V functional and the def2-TZVPD basis
N -4.109 -10.036 -0.591
C -3.393 -9.118 -0.561
C -2.604 -7.928 -0.493
C -1.245 -7.742 -0.254
C -0.753 -6.448 0.114
N 0.421 -6.483 0.954
O 0.905 -7.601 1.211
O 0.894 -5.413 1.408
C -1.566 -5.289 0.039
C -2.907 -5.497 -0.265
N -4.017 -4.687 0.006
O -4.146 -3.524 0.332
O -5.161 -5.551 -0.111
N -4.780 -6.852 -0.444
C -3.438 -6.773 -0.529
H -0.596 -8.610 -0.260
H -1.231 -4.296 0.311
C 3.380 -1.904 3.740
C 2.534 -0.873 3.048
C 1.185 -1.120 2.790
C 0.400 -0.247 2.018
C -1.046 -0.560 1.754
C 1.029 0.870 1.469
N 0.311 1.700 0.549
C -0.768 2.514 0.897
C -1.305 2.652 2.235
C -2.681 2.948 2.293
C -3.323 3.008 3.524
C -2.587 2.838 4.707
C -1.194 2.680 4.660
C -0.547 2.604 3.430
N -1.216 3.176 -0.137
N -0.422 2.797 -1.215
C -0.531 3.652 -2.372
C -0.175 5.001 -2.210
C 0.087 5.597 -0.861
C -0.011 5.787 -3.355
C -0.348 5.305 -4.624
C -0.156 6.153 -5.847
C -0.880 4.017 -4.719
C -1.075 3.205 -3.592
C -1.791 1.899 -3.698
C 0.595 2.010 -0.771
C 1.420 1.229 -1.695
O 1.055 1.086 -2.882
C 2.463 0.338 -1.058
C 3.915 0.595 -0.980
C 1.936 -0.954 -0.793
C 0.575 -1.291 -1.091
C 0.083 -2.574 -0.890
C 0.982 -3.588 -0.544
C 2.236 -3.255 -0.016
C 2.755 -1.992 -0.243
C 2.333 1.222 1.815
C 2.909 2.506 1.294
C 3.078 0.339 2.613
H 4.427 -1.580 3.763
H 3.061 -2.087 4.777
H 3.325 -2.864 3.206
H 0.714 -2.039 3.138
H -1.372 -0.262 0.748
H -1.196 -1.647 1.827
H -1.713 -0.070 2.484
H -3.216 3.098 1.354
H -4.401 3.181 3.545
H -3.102 2.882 5.668
H -0.622 2.600 5.588
H 0.540 2.518 3.390
H 0.248 6.675 -0.983
H -0.749 5.457 -0.161
H 0.998 5.188 -0.400
H 0.415 6.789 -3.250
H 0.078 5.529 -6.715
H -1.055 6.738 -6.090
H 0.669 6.851 -5.680
H -1.133 3.633 -5.707
H -2.515 1.930 -4.520
H -1.075 1.100 -3.907
H -2.331 1.656 -2.772
H 4.414 -0.182 -1.583
H 4.260 1.584 -1.325
H 4.256 0.434 0.063
H -0.062 -0.567 -1.610
H -0.979 -2.776 -1.057
H 0.698 -4.617 -0.707
H 2.822 -3.981 0.548
H 3.812 -1.784 -0.042
H 3.936 2.621 1.663
H 2.954 2.509 0.196
H 2.300 3.370 1.598
H 4.117 0.589 2.843
```

HOMO-LUMO gap in eV: 2.988
Molar mass in g mol⁻¹: 719.80
Lowest unoccupied orbital energy in eV: -2.29
ΔE to the lowest compared entry with this formula, charge and spin in kcal per mole: 71.3
Charge: 0

Here are the Mulliken charges for atoms 1 to 4, given in e:
1. N -0.450
2. C 0.071
3. C 0.079
4. C -0.794

3.
Entry from OMol25: C41H41Br2FMgN6O9P as an isolated structure (the ωB97M-V functional and the def2-TZVPD basis).

```
102
C41H41Br2FMgN6O9P the ωB97M-V functional and the def2-TZVPD basis
Mg -0.088 -0.309 -0.133
C 3.005 0.499 -1.948
C 3.259 0.253 -0.485
C 4.580 0.295 0.021
C 4.808 0.126 1.352
C 3.721 -0.097 2.227
C 3.831 -0.229 3.632
Br 5.534 -0.137 4.483
C 2.721 -0.419 4.403
C 1.457 -0.500 3.809
Br -0.059 -0.757 4.918
C 1.243 -0.398 2.431
O 0.099 -0.485 1.878
C 2.442 -0.166 1.636
N 2.237 0.020 0.298
H 3.915 0.845 -2.438
H 2.214 1.238 -2.086
H 2.653 -0.408 -2.444
H 5.400 0.473 -0.663
H 5.812 0.170 1.752
H 2.811 -0.506 5.477
C -1.463 7.744 0.822
O -1.292 6.459 0.260
C -0.598 6.364 -0.910
C -0.088 7.436 -1.617
C 0.626 7.217 -2.797
C 0.831 5.926 -3.240
C 0.324 4.842 -2.524
C -0.411 5.044 -1.364
N -0.964 4.033 -0.573
C -0.794 2.659 -0.779
N -1.177 2.266 -2.019
C -0.803 1.122 -2.807
C -0.200 -0.016 -2.282
C 0.064 -1.019 -3.236
C -0.242 -0.904 -4.583
C -0.839 0.261 -5.068
C -1.114 1.276 -4.169
O -1.704 2.473 -4.522
C -1.883 2.731 -5.896
N -0.391 1.874 0.166
C 0.195 2.518 1.306
C 1.521 2.946 1.208
C 2.188 3.546 2.260
C 1.518 3.731 3.463
C 0.202 3.324 3.578
C -0.475 2.725 2.516
O -1.789 2.461 2.751
C -2.348 1.221 2.288
H -2.035 8.393 0.154
H -0.498 8.209 1.040
H -2.014 7.602 1.746
H -0.237 8.445 -1.260
H 1.018 8.060 -3.349
H 1.398 5.742 -4.144
H 0.510 3.836 -2.874
H -1.129 4.297 0.387
H -1.622 2.996 -2.551
H 0.530 -1.941 -2.896
H -0.030 -1.714 -5.273
H -1.081 0.358 -6.117
H -2.252 3.751 -5.973
H -2.614 2.049 -6.338
H -0.940 2.643 -6.442
H 2.024 2.787 0.262
H 3.220 3.849 2.143
H 2.019 4.180 4.312
H -0.348 3.449 4.503
H -3.324 1.150 2.764
H -1.716 0.382 2.578
H -2.458 1.208 1.211
F -4.990 3.102 -0.664
C -5.390 1.822 -0.621
C -4.574 0.829 -0.978
N -4.955 -0.494 -0.951
C -3.949 -1.507 -1.310
C -2.866 -1.596 -0.226
O -2.836 -2.583 0.517
O -2.095 -0.585 -0.218
C -6.219 -0.871 -0.562
O -6.631 -2.012 -0.559
N -7.022 0.191 -0.168
C -6.743 1.556 -0.174
O -7.575 2.375 0.157
H -3.553 1.012 -1.292
H -3.483 -1.176 -2.239
H -4.453 -2.457 -1.444
H -7.954 -0.068 0.122
C 1.689 -4.732 0.128
P 0.215 -3.700 0.166
C -0.450 -3.824 1.815
C -0.951 -4.490 -0.943
O 0.562 -2.295 -0.208
H 1.457 -5.776 0.344
H 2.404 -4.356 0.861
H 2.135 -4.655 -0.865
H -0.633 -4.868 2.078
H -1.380 -3.250 1.843
H 0.268 -3.378 2.505
H -0.903 -5.574 -0.833
H -0.683 -4.208 -1.963
H -1.959 -4.128 -0.725
```

HOMO-LUMO gap in eV: 7.053
Molar mass in g mol⁻¹: 995.90
Lowest unoccupied orbital energy in eV: 2.28
ΔE to the lowest compared entry with this formula, charge and spin in kcal per mole: 3.5
Charge: -1

Here are the Mulliken charges for atoms 1 to 4, given in e:
1. Mg 3.093
2. C -0.908
3. C 0.447
4. C -1.210

Q: Among the records above, which one has the highest HOMO-LUMO gap?
A: C41H41Br2FMgN6O9P

Q: Among the records above, which one has the lowest HOMO-LUMO gap?
A: C42H37N7O5